(1)
This record from OMol25 describes the molecule C27H33N3O6. The level of theory is ωB97M-V with the def2-TZVPD basis set.

Each line ends with the Löwdin charge.
Geometry (Å):
O1 1.05694 -3.58368 -0.60909  0.05
O2 -0.43447 2.65810 0.61210  0.11
O3 -2.26568 -1.87732 -2.11070  -0.02
O4 -0.96540 -5.05706 3.70081  0.06
O5 2.94153 3.11974 -2.41537  0.13
O6 -2.72577 0.51167 -1.32850  -0.02
N1 1.20944 3.21369 -0.90193  0.04
N2 0.82747 -2.93680 1.53245  -0.08
N3 -1.88057 -3.40148 2.52229  0.14
C1 0.35823 -4.25766 1.88783  -0.05
C2 2.20701 2.57592 -1.63105  -0.37
C3 -2.38373 -1.12576 1.94850  -0.04
C4 0.93930 4.63171 -1.00769  -0.11
C5 1.51481 -1.32024 -0.17323  -0.10
C6 1.10303 1.01331 -0.30244  -0.04
C7 1.13066 -2.70471 0.23607  -0.42
C8 2.68344 6.61391 1.84706  -0.08
C9 0.77652 -0.20842 0.24160  0.07
C10 2.13679 1.14899 -1.23313  -0.06
C11 1.15973 -2.06740 2.63476  -0.02
C12 -2.05026 -2.40386 1.53403  -0.26
C13 -2.61126 -0.12175 1.01684  -0.02
C14 -2.29311 -3.17304 -2.68398  -0.23
C15 0.49609 2.34908 -0.09328  -0.35
C16 -3.22376 2.62226 -2.27939  -0.06
C17 -2.52751 -0.39000 -0.33806  -0.21
C18 -3.12141 1.82809 -0.98673  -0.25
C19 2.86807 0.05534 -1.64758  0.03
C20 3.29466 4.29655 1.13992  -0.06
C21 2.53409 -1.18300 -1.11233  0.02
C22 -0.88042 -4.27681 2.77420  -0.47
C23 2.61954 5.59737 0.70709  -0.42
C24 -2.23242 -1.71033 -0.76914  -0.18
C25 -0.91036 -3.66436 -3.09329  -0.05
C26 1.15512 5.39248 0.30172  -0.16
C27 -1.98075 -2.69592 0.17116  0.05
H1 -0.04242 -0.29998 0.93539  0.11
H2 3.47566 3.64039 0.29321  0.06
H3 -2.25935 2.63964 -2.78024  0.07
H4 -0.46908 -2.96606 -3.79972  0.08
H5 0.62105 4.87725 1.10198  0.11
H6 -4.09419 1.80386 -0.47554  0.13
H7 2.23467 7.55872 1.54906  0.07
H8 -2.60355 -3.42136 3.23277  0.16
H9 -3.53483 3.64062 -2.06403  0.08
H10 0.15440 -4.79645 0.95758  0.13
H11 -3.94718 2.15899 -2.94462  0.08
H12 3.05758 -2.07161 -1.43195  0.13
H13 1.59767 5.01418 -1.79181  0.13
H14 4.25665 4.51166 1.60025  0.08
H15 -1.74418 -3.70030 -0.13860  0.12
H16 -0.10308 4.75296 -1.32092  0.13
H17 1.63114 -2.65877 3.42294  0.10
H18 -2.38415 2.28752 -0.31661  0.09
H19 1.13449 -4.80952 2.43247  0.14
H20 2.67927 3.76877 1.86685  0.09
H21 -2.78043 -3.88452 -2.00781  0.12
H22 0.69310 6.37393 0.17551  0.12
H23 2.14885 6.23869 2.71714  0.08
H24 3.16563 6.00336 -0.15171  0.14
H25 -0.99688 -4.63837 -3.56729  0.08
H26 3.65882 0.15961 -2.37376  0.13
H27 3.71528 6.80238 2.13355  0.07
H28 -2.92179 -3.06302 -3.57473  0.12
H29 0.26653 -1.59450 3.05041  0.09
H30 -2.47025 -0.90533 3.00228  0.12
H31 -0.24874 -3.74536 -2.23556  0.04
H32 -2.84955 0.86902 1.36552  0.11
H33 1.85478 -1.29394 2.31538  0.10

## Properties
orbital gap = 0.2699 Ha
HOMO = -8.05 eV
net charge = 0
energy above the lowest of the compared OMol25 structures with the same formula, charge and spin = 5.6 kcal per mole

(2)
This record from OMol25 describes a structure of composition C32H45BiN12O7P2. The level of theory is ωB97M-V with the def2-TZVPD basis set.

Each line ends with the Löwdin charge.
Geometry (Å):
Bi1 -0.25205 -0.42382 -0.14561  1.99
P1 -0.31874 2.92186 1.78148  0.45
P2 1.44880 1.04839 3.15816  0.47
O1 -1.28014 1.84403 1.49370  -0.31
O2 1.36499 -0.09500 2.22800  -0.35
O3 -2.60714 -0.99798 1.80320  -0.19
O4 -2.23403 0.06614 -1.38750  -0.17
O5 -1.67006 -1.77418 1.01678  -0.38
O6 -0.50093 1.14218 -2.21982  -0.12
O7 1.05792 2.48095 2.50282  -0.28
N1 1.99177 -0.03092 -1.19456  -0.05
N2 -5.08483 -0.83637 -0.82419  0.14
N3 0.27867 3.64147 0.43522  -0.28
N4 2.30211 -0.20786 -2.48576  -0.05
N5 2.97521 1.41203 3.63085  -0.29
N6 -6.58943 -2.32809 -2.09549  0.12
N7 -0.93612 3.97936 2.89489  -0.30
N8 0.50016 -3.74750 0.12357  -0.06
N9 -0.11374 -1.88050 -1.87268  -0.10
N10 -3.81168 -0.85213 1.22065  0.11
N11 0.48979 0.81170 4.46828  -0.27
N12 1.02216 -2.54048 0.42581  -0.02
C1 -0.16986 5.15384 3.27944  -0.10
C2 0.35505 -1.65462 -3.15937  -0.21
C3 1.40844 -0.76038 -3.46954  -0.12
C4 1.70185 -0.42446 -4.78529  0.00
C5 -1.00957 -2.95587 -1.63616  -0.26
C6 -1.54413 -4.94100 -0.33254  0.02
C7 0.43563 1.85867 5.48559  -0.09
C8 0.22241 -2.07122 -5.57899  -0.05
C9 -1.69940 0.78062 -2.29402  -0.73
C10 1.42618 -0.62298 -7.28235  -0.06
C11 2.37282 -4.16337 1.19269  -0.05
C12 -2.38656 4.14036 2.99484  -0.09
C13 3.58307 0.17013 -2.71417  -0.06
C14 1.51870 4.40251 0.37393  -0.10
C15 3.91640 0.31397 3.83064  -0.09
C16 -0.79713 0.11570 4.26384  -0.08
C17 1.29399 -4.74221 0.57301  -0.05
C18 -0.13515 -2.36348 -4.27637  -0.02
C19 4.10532 0.63317 -1.53102  -0.05
C20 -5.87993 -1.66890 -1.46317  -0.35
C21 -2.23118 -3.12150 -2.28604  -0.03
C22 -2.52797 1.16219 -3.49316  0.02
C23 3.47147 2.72378 4.00948  -0.10
C24 3.06398 0.48328 -0.60717  -0.14
C25 2.15255 -2.78254 1.07061  -0.13
C26 -0.64247 3.88777 -0.68121  -0.08
C27 1.10706 -1.04205 -5.86947  -0.29
C28 -0.70309 -3.88455 -0.63421  -0.14
C29 -3.06631 -4.18869 -1.99660  -0.03
C30 -2.73534 -5.11774 -1.01546  -0.27
C31 -3.66667 -6.24969 -0.66112  -0.05
C32 -4.31636 -0.93838 0.13777  -0.15
H1 2.03140 4.17461 -0.56345  0.09
H2 -0.72942 -0.56646 3.42080  0.06
H3 -4.00744 -4.28324 -2.52408  0.11
H4 4.33602 2.99371 3.39610  0.09
H5 3.45162 -0.63274 3.56280  0.07
H6 3.20448 -4.66399 1.65821  0.09
H7 -0.90536 4.94890 -0.74347  0.09
H8 -2.66590 4.28870 4.04044  0.08
H9 2.42500 0.36193 -4.97082  0.11
H10 2.18033 4.12785 1.19269  0.07
H11 2.70501 3.48120 3.87004  0.06
H12 -0.21665 2.68587 5.18320  0.07
H13 -0.21650 -2.64879 -6.38568  0.11
H14 4.04721 0.05407 -3.67705  0.12
H15 -0.17774 3.57299 -1.61387  0.08
H16 -0.35625 5.38794 4.33040  0.09
H17 -2.53429 -2.38482 -3.01811  0.12
H18 -2.88109 3.24633 2.62466  0.08
H19 3.03182 0.70838 0.45016  0.09
H20 -1.60746 0.82202 4.06491  0.08
H21 1.33370 5.48107 0.41065  0.08
H22 -2.73903 5.00399 2.42056  0.08
H23 -1.03135 -0.45612 5.16297  0.09
H24 0.89809 4.97210 3.15884  0.06
H25 -4.15077 -6.06510 0.30080  0.08
H26 -1.55056 3.30151 -0.55186  0.08
H27 2.75101 -1.95423 1.41315  0.09
H28 -4.44858 -6.35923 -1.41177  0.08
H29 -2.47858 2.24059 -3.64632  0.08
H30 2.48046 -0.78235 -7.52091  0.08
H31 -1.28236 -5.61573 0.47608  0.12
H32 1.21191 0.43642 -7.43633  0.08
H33 -3.55976 0.84270 -3.36688  0.08
H34 0.83174 -1.19145 -7.99700  0.07
H35 0.04874 1.42909 6.40972  0.09
H36 4.80073 0.45488 3.20337  0.09
H37 -0.44053 6.03287 2.68349  0.09
H38 -2.09427 0.68000 -4.37228  0.09
H39 -0.83086 -3.16910 -4.10795  0.10
H40 -3.12821 -7.19639 -0.58305  0.08
H41 4.23793 0.26097 4.87436  0.09
H42 3.78574 2.73347 5.05762  0.09
H43 1.04815 -5.77567 0.39737  0.12
H44 5.10135 1.00859 -1.36303  0.09
H45 1.43404 2.24700 5.68834  0.07

## Properties
orbital gap (spin up / spin down) = 0.2616 / 0.2615 Ha
HOMO (spin up / spin down) = -6.86 / -6.86 eV
net charge = 0
energy above the lowest of the compared OMol25 structures with the same formula, charge and spin = 0.0 kcal per mole

(3)
This record from OMol25 describes the molecule C5H8O2. The level of theory is ωB97M-V with the def2-TZVPD basis set.

Each line ends with the Löwdin charge.
Geometry (Å):
O1 -1.83558 -0.00274 1.03615  0.01
O2 2.13676 -0.22298 -0.45173  -0.02
C1 -0.15465 1.51368 0.10896  -0.01
C2 -0.68878 0.10027 0.23588  -0.52
C3 0.23323 -1.09693 0.44567  -0.22
C4 -0.54258 -0.89301 -0.85556  -0.02
C5 1.69833 -0.96826 0.55852  -0.03
H1 3.09454 -0.14200 -0.34277  0.10
H2 0.43463 1.79831 0.98578  0.09
H3 -2.56930 0.37350 0.53155  0.11
H4 0.46391 1.63870 -0.78145  0.08
H5 -1.36031 -1.58544 -1.03318  0.11
H6 -1.00153 2.20521 0.03937  0.08
H7 0.05148 -0.61876 -1.72329  0.11
H8 -0.19772 -1.81583 1.13620  0.13

## Properties
orbital gap = 0.3325 Ha
HOMO = -8.38 eV
net charge = 0
energy above the lowest of the compared OMol25 structures with the same formula, charge and spin = 80.7 kcal per mole

(4)
This record from OMol25 describes a cluster of 2 separate species, C23H50BN2O8PS in total. The level of theory is ωB97M-V with the def2-TZVPD basis set.

Each line ends with the Löwdin charge.
Geometry (Å):
S1 -1.02893 0.23167 2.70363  0.66
P1 -4.97310 0.04763 3.74536  0.50
O1 0.45674 5.98720 1.13496  -0.07
O2 -3.07690 -1.47288 -0.84410  0.03
O3 -0.03288 1.22944 2.92309  -0.25
O4 -0.87780 -1.04789 3.33381  -0.26
O5 -6.13152 1.05886 3.31372  -0.13
O6 -2.40751 0.86409 3.20694  -0.22
O7 -3.12868 0.50309 -2.21079  0.20
O8 -4.49209 0.70902 5.11503  -0.13
N1 -5.48500 -1.40199 3.87570  -0.15
N2 -4.59028 1.90420 0.90326  0.12
C1 -2.48686 0.73353 0.28186  -0.20
C2 4.44295 -4.48319 -2.56697  -0.11
C3 5.57225 -3.53730 -2.17159  -0.27
C4 -3.80098 0.73367 1.16966  -0.23
C5 5.46510 -2.15926 -2.82213  -0.23
C6 2.81589 -2.92469 2.07582  -0.10
C7 -2.03374 2.12277 -0.21083  -0.13
C8 3.19742 -2.20411 0.78183  -0.27
C9 -4.24097 -2.14759 -1.29545  -0.05
C10 -4.50529 3.07457 1.38111  -0.37
C11 -3.53618 0.20971 2.59116  -0.30
C12 -5.10320 4.19357 0.57232  -0.03
C13 -1.33424 -0.07782 0.94673  -0.26
C14 0.85702 -1.28079 0.36707  -0.18
C15 8.08227 -2.06522 -4.52812  -0.11
C16 5.53673 -2.16107 -4.35047  -0.23
C17 0.02151 5.13114 0.08229  -0.26
C18 -1.37148 4.53480 0.32212  -0.15
C19 -1.36092 3.06399 0.78734  -0.18
C20 0.00848 -0.00302 0.20844  -0.16
C21 2.34617 -0.96943 0.49747  -0.21
C22 -4.00323 3.48673 2.75350  0.00
C23 6.80229 -2.78886 -4.93264  -0.27
B1 -2.92051 -0.11532 -1.00322  -0.62
H1 6.72003 -2.78233 -6.02269  0.10
H2 3.61660 -3.59493 2.39136  0.07
H3 4.53810 -5.44270 -2.05666  0.07
H4 -1.35608 1.98754 -1.05688  0.12
H5 -4.40987 -0.09834 0.78059  0.13
H6 -0.31890 2.76028 0.89702  0.09
H7 6.25142 -1.51466 -2.41997  0.10
H8 -4.35081 -2.08006 -2.38194  0.09
H9 5.46027 -1.12717 -4.70223  0.11
H10 -2.92020 3.59165 2.80510  0.07
H11 3.14818 -2.90131 -0.06124  0.09
H12 -5.13428 -1.75184 -0.80480  0.10
H13 -0.18013 0.16687 -0.85344  0.13
H14 -6.86029 0.52473 2.96347  0.09
H15 -2.90997 2.60935 -0.63959  0.11
H16 -4.32353 2.79983 3.52361  0.05
H17 0.01714 5.76493 -0.80413  0.11
H18 0.50981 -1.86525 1.22070  0.10
H19 2.63397 -2.20925 2.88052  0.08
H20 3.47063 -4.06088 -2.30157  0.06
H21 -1.92870 4.59788 -0.61653  0.11
H22 -4.14303 -3.19827 -1.03212  0.10
H23 -5.00294 -2.10663 3.33697  -0.02
H24 0.64350 5.44653 1.91336  0.09
H25 6.86826 -3.84057 -4.64034  0.10
H26 2.48062 -0.25331 1.31548  0.12
H27 5.56015 -3.40567 -1.08628  0.09
H28 -4.31947 -0.00383 5.74951  0.10
H29 -1.62953 -1.12855 0.95437  0.12
H30 0.71333 -1.89677 -0.52695  0.12
H31 -1.85912 5.17039 1.06478  0.11
H32 8.23339 -2.08401 -3.44770  0.06
H33 -3.96564 0.31368 -2.65108  0.12
H34 4.66377 -2.67913 -4.75703  0.10
H35 0.59951 0.83754 0.57299  0.10
H36 -1.79179 2.95797 1.78008  0.06
H37 6.53442 -3.99854 -2.41057  0.10
H38 4.51787 -1.69982 -2.51931  0.10
H39 -3.27420 -0.84950 2.48917  0.12
H40 4.24438 -1.89778 0.85963  0.10
H41 -5.20264 3.90444 -0.47087  0.08
H42 1.91864 -3.53218 1.95352  0.07
H43 4.44006 -4.68449 -3.63944  0.07
H44 0.75895 4.33469 -0.07170  0.11
H45 -4.51420 5.10405 0.69360  0.08
H46 8.95652 -2.52900 -4.98682  0.07
H47 -6.10477 4.42214 0.95156  0.09
H48 8.05500 -1.02043 -4.84539  0.07
H49 -4.42214 4.46249 3.00298  0.09
H50 2.68516 -0.49896 -0.43104  0.11

## Properties
orbital gap = 0.3430 Ha
HOMO = -9.17 eV
net charge = 0